Entry 1:
The following is a DFT calculation (ωB97M-V/def2-TZVPD) of a molecular structure, C34H42AsN2O2P2S5Ti.

Structure (XYZ):
```
89
Properties=species:S:1:pos:R:3:forces:R:3:lowdin_spin:R:1
Ti 1.3435 2.0681 0.6687 -0.10 -0.26 0.65 0.9377
O 1.3890 0.2718 -0.3496 -0.30 -0.20 -0.53 0.0130
P 1.0507 -0.0031 -1.8243 0.29 0.01 0.52 0.0764
C 0.8468 1.5889 -2.6803 0.21 0.15 -0.28 0.0267
P -0.4898 2.5392 -1.9316 0.20 0.20 0.73 0.0263
O -0.2428 2.6704 -0.4316 -0.33 0.01 -0.86 0.0185
C -2.0177 1.7301 -2.2647 -0.24 -0.09 -0.06 0.0418
C -2.8572 1.4018 -1.1931 0.07 0.01 0.06 0.0261
C -4.0478 0.7452 -1.4250 -0.04 -0.02 0.07 0.0227
C -4.4295 0.4051 -2.7212 0.04 0.03 0.00 0.0488
C -3.6063 0.7395 -3.7871 -0.01 0.04 -0.02 0.0098
C -2.4055 1.3879 -3.5686 -0.03 0.02 -0.02 0.0353
C -0.4542 4.1665 -2.6975 -0.04 -0.04 -0.03 0.0051
C -1.5149 4.6473 -3.4601 0.08 0.09 -0.03 0.0008
C -1.4543 5.9268 -3.9962 0.03 -0.07 0.07 0.0000
C -0.3439 6.7223 -3.7576 -0.01 0.06 -0.05 0.0003
C 0.7062 6.2506 -2.9820 0.02 -0.04 0.04 0.0003
C 0.6579 4.9735 -2.4476 -0.07 0.03 -0.01 0.0015
C 2.5252 -0.7305 -2.5780 -0.04 0.06 -0.01 0.0156
C 2.4725 -1.9507 -3.2447 0.14 0.06 -0.01 0.0023
C 3.6392 -2.5050 -3.7569 -0.08 0.02 0.04 0.0007
C 4.8494 -1.8496 -3.5890 0.07 -0.01 -0.02 0.0004
C 4.9070 -0.6419 -2.9045 -0.08 -0.02 0.02 0.0014
C 3.7467 -0.0786 -2.3965 0.04 -0.06 -0.01 0.0033
C -0.3606 -0.9510 -2.0667 -0.21 -0.27 -0.10 0.1379
C -0.8111 -1.2802 -3.3941 0.01 -0.02 0.13 0.1322
C -1.9237 -2.0728 -3.5668 0.03 -0.02 -0.06 0.0245
C -2.6531 -2.5610 -2.4836 0.04 0.01 0.07 0.1799
C -2.2159 -2.2408 -1.1741 -0.08 -0.04 -0.03 0.0519
C -1.1087 -1.4673 -0.9663 0.08 0.10 0.00 0.0804
H 0.6018 1.3883 -3.7280 0.02 0.01 -0.01 0.0007
H 1.7726 2.1775 -2.6300 -0.09 -0.08 -0.05 0.0042
H -2.5465 1.6305 -0.1814 0.02 0.02 -0.01 0.0013
H -4.6719 0.4723 -0.5846 -0.03 -0.01 0.02 0.0011
H -5.3587 -0.1178 -2.8967 -0.05 -0.03 -0.01 0.0063
H -3.8838 0.4622 -4.7950 -0.02 -0.01 -0.05 -0.0006
H -1.7719 1.6218 -4.4150 0.05 0.04 -0.03 0.0044
H -2.3896 4.0350 -3.6250 -0.04 -0.06 0.00 0.0003
H -2.2795 6.3015 -4.5864 -0.02 0.02 -0.02 0.0000
H -0.3020 7.7230 -4.1688 0.00 0.02 -0.01 0.0000
H 1.5622 6.8785 -2.7748 0.01 0.02 -0.01 0.0000
H 1.4655 4.6181 -1.8141 0.01 -0.01 0.01 0.0002
H 1.5289 -2.4666 -3.3496 -0.09 -0.02 -0.01 0.0018
H 3.5985 -3.4544 -4.2747 0.02 -0.02 -0.02 0.0000
H 5.7580 -2.2894 -3.9807 0.02 -0.01 -0.01 0.0000
H 5.8540 -0.1425 -2.7492 0.02 0.00 -0.01 0.0002
H 3.7990 0.8436 -1.8251 -0.03 0.01 0.00 0.0001
H -0.2884 -0.9085 -4.2677 0.08 0.01 -0.02 0.0101
H -2.2519 -2.2967 -4.5761 0.00 -0.01 -0.02 -0.0030
H -3.5255 -3.1790 -2.6406 -0.03 -0.02 0.00 0.0165
H -2.7766 -2.5912 -0.3160 -0.02 -0.02 0.02 0.0008
H -0.8257 -1.1971 0.0452 -0.02 0.00 -0.04 0.0030
S 1.3603 4.1549 2.0010 0.05 -0.05 -0.06 -0.0073
As 3.4027 3.4351 1.6692 0.55 0.28 0.14 0.0214
S 3.1535 1.3332 2.2557 -0.06 0.01 -0.05 -0.0052
S 3.2524 3.1216 -0.5303 -0.06 0.03 0.04 -0.0039
S 5.0102 4.5212 2.4125 -0.02 -0.01 -0.01 0.0193
C 1.0495 -6.0036 3.5333 -0.06 -0.05 0.01 0.0000
C 1.8461 -4.7537 3.1915 0.06 -0.02 0.01 0.0000
C 0.9549 -3.5839 2.8035 -0.05 0.00 -0.02 0.0002
C 1.7566 -2.3183 2.5233 0.20 0.03 -0.01 0.0001
N 0.9427 -1.2012 2.1024 -0.18 0.21 -0.25 0.0007
C 0.2511 -0.3782 2.8952 0.07 0.03 0.01 0.0008
S -0.5471 0.9852 2.2513 -0.08 -0.15 -0.11 0.0029
N 0.1918 -0.6778 4.2036 0.11 -0.01 -0.09 0.0008
C -0.3413 0.1997 5.2307 -0.03 0.12 0.01 0.0000
C -1.1618 -0.5887 6.2412 0.00 0.05 0.07 0.0000
C -2.3784 -1.2800 5.6293 0.03 -0.05 -0.02 0.0000
C -3.3929 -0.3057 5.0451 -0.04 0.05 -0.03 0.0000
H 1.6960 -6.8465 3.7759 0.05 -0.01 0.01 0.0000
H 0.4151 -6.3026 2.6980 -0.01 0.00 -0.05 0.0000
H 0.3971 -5.8297 4.3905 -0.02 0.02 0.03 0.0000
H 2.5372 -4.9688 2.3718 0.00 0.01 -0.03 0.0000
H 2.4720 -4.4694 4.0433 -0.01 0.00 0.02 0.0000
H 0.2191 -3.4006 3.5943 0.02 0.01 0.02 0.0000
H 0.3747 -3.8286 1.9089 0.01 -0.02 0.00 0.0004
H 2.4650 -2.4998 1.7123 -0.02 -0.03 0.03 0.0000
H 2.3762 -2.0342 3.3844 -0.07 -0.01 0.01 0.0001
H 1.0201 -0.8992 1.1316 0.05 0.05 0.22 0.0001
H 0.7705 -1.4390 4.5252 -0.03 0.03 -0.01 0.0000
H -0.9534 0.9447 4.7249 0.06 -0.04 0.06 0.0000
H 0.4776 0.7435 5.7118 -0.03 -0.07 0.03 0.0000
H -1.4826 0.1079 7.0216 -0.03 0.00 0.01 0.0000
H -0.5260 -1.3270 6.7420 0.02 -0.03 -0.03 0.0000
H -2.8548 -1.9044 6.3897 -0.01 0.03 0.03 0.0000
H -2.0436 -1.9612 4.8422 0.01 -0.02 -0.01 0.0000
H -3.7140 0.4224 5.7927 -0.01 0.02 0.04 0.0000
H -4.2807 -0.8253 4.6850 -0.02 -0.05 0.01 0.0000
H -2.9813 0.2466 4.2007 0.04 0.01 -0.04 0.0000
```
Positions in Å, forces in eV/Å.

- Lowest unoccupied orbital energy (alpha / beta): 2.25 / 2.25 eV
- HOMO level (alpha / beta): -0.0771 / -0.1671 Ha
- Charge: -1
- Max |F|: 0.018 hartree/bohr
- 2S+1: 3

***

Entry 2:
The following is a DFT calculation (ωB97M-V/def2-TZVPD) of a molecular structure, C34H42AsN5O5PtSSeSi3.

Structure (XYZ):
```
93
Properties=species:S:1:pos:R:3:forces:R:3:lowdin_spin:R:1
Pt 0.0189 0.2256 -0.5150 -0.46 -0.42 -0.68 1.5525
Se 6.7207 -1.5963 -4.1295 0.25 -0.10 -0.15 -0.0005
N 5.8408 -2.2183 -2.7182 -0.02 0.05 -0.04 -0.0016
C 4.8384 -1.4075 -2.5193 -0.22 0.05 0.18 0.0009
C 3.8811 -1.5625 -1.4219 0.36 -0.18 -0.13 0.0028
C 3.9930 -2.5817 -0.4761 0.12 0.00 -0.14 0.0142
C 3.1046 -2.6162 0.5705 -0.10 0.04 0.09 0.0030
C 2.1024 -1.6580 0.6276 0.09 0.06 0.03 0.0295
N 1.9557 -0.7220 -0.3095 -0.08 0.01 0.28 0.1350
C 2.8455 -0.6476 -1.3102 -0.15 0.40 -0.30 0.0237
C 2.6957 0.4664 -2.2675 -0.01 -0.36 0.40 0.0149
N 1.6503 1.2812 -2.0937 -0.10 0.19 0.06 0.1474
C 1.5222 2.3280 -2.9012 -0.02 -0.11 -0.05 0.0449
C 2.4180 2.6103 -3.9268 -0.11 0.05 0.03 0.0067
C 3.4794 1.7599 -4.1253 0.13 -0.08 -0.05 0.0032
C 3.6254 0.6611 -3.2813 0.33 -0.10 -0.25 0.0046
C 4.7215 -0.2993 -3.4289 -0.25 0.14 0.11 0.0006
N 5.6291 -0.2154 -4.3619 0.00 -0.04 0.02 0.0006
H 4.7837 -3.3137 -0.5797 -0.01 0.03 0.01 0.0008
H 3.1576 -3.3770 1.3365 0.00 0.03 0.00 0.0004
H 1.3825 -1.6377 1.4320 -0.04 -0.02 -0.02 0.0016
H 0.6655 2.9679 -2.7369 -0.02 0.02 0.04 0.0322
H 2.2661 3.4795 -4.5520 -0.01 -0.02 0.02 0.0009
H 4.2029 1.9219 -4.9140 -0.02 -0.01 0.01 0.0002
O 0.2841 0.8890 2.0655 0.28 0.20 0.03 0.2152
N -0.2764 0.2684 3.0213 -0.04 -0.12 0.06 0.0996
C 0.4913 -0.1482 4.0642 -0.04 -0.06 0.14 -0.0431
C -0.0452 -0.8294 5.1251 0.00 0.03 -0.01 0.0833
C -1.4101 -1.1314 5.1443 -0.07 0.07 0.00 -0.0386
C -2.1813 -0.7269 4.0865 0.04 0.07 -0.03 0.0690
C -1.6366 -0.0083 2.9972 -0.21 -0.06 0.22 0.0253
S -2.5816 0.4722 1.6923 -0.06 0.09 0.10 0.6428
H 1.5343 0.1093 3.9695 0.01 0.04 -0.02 -0.0030
H 0.6074 -1.1254 5.9349 0.00 -0.01 -0.03 0.0056
H -1.8453 -1.6815 5.9668 0.00 0.02 0.00 -0.0033
H -3.2384 -0.9448 4.0414 0.01 -0.01 -0.01 0.0021
O -0.3294 -2.9437 -0.8122 0.03 0.11 -0.05 0.0307
C -0.6812 -2.6650 0.3311 -0.03 0.07 0.01 0.0165
O -0.7870 -1.4638 0.8070 0.20 -0.01 -0.01 0.2178
C -0.9704 -3.7668 1.3065 -0.13 -0.01 0.03 0.0098
C -0.8270 -3.5729 2.6721 -0.03 -0.02 0.09 0.0013
C -1.0678 -4.6079 3.5877 0.03 0.16 -0.05 0.0001
C -1.4742 -5.8083 3.0636 0.02 -0.05 0.24 0.0000
O -1.7894 -6.9536 3.7315 -0.03 -0.08 -0.08 0.0000
C -2.0907 -7.9334 2.7255 0.03 0.21 -0.01 0.0000
O -2.0454 -7.2761 1.4573 -0.01 -0.04 0.10 0.0007
C -1.6254 -5.9993 1.7029 -0.03 -0.12 -0.21 0.0013
C -1.3743 -5.0100 0.7958 0.08 0.02 -0.10 0.0010
H -0.5251 -2.5974 3.0360 0.01 -0.15 -0.09 0.0005
H -0.9483 -4.4723 4.6548 0.00 0.00 -0.03 -0.0001
H -3.0897 -8.3284 2.8949 -0.06 0.00 0.02 0.0000
H -1.3424 -8.7248 2.7548 0.07 -0.02 0.01 0.0000
H -1.4719 -5.1653 -0.2699 0.01 0.02 0.02 0.0000
C -3.9921 2.2912 -1.1204 -0.12 -0.23 -0.03 0.0010
Si -2.7998 3.6096 -0.6050 0.14 -0.02 -0.14 0.1057
C -3.1979 4.3692 1.0339 -0.02 0.06 0.25 0.0377
C -2.5659 4.8834 -1.9291 0.02 0.18 -0.15 0.0251
As -0.6453 2.6570 -0.3179 0.33 -0.22 0.60 0.8798
Si 0.8764 3.9025 1.0204 -0.03 0.24 -0.31 0.0958
C 2.5135 3.0366 0.9100 0.11 -0.19 -0.02 0.0009
C 0.2595 4.0789 2.7564 -0.13 -0.12 0.25 0.0252
C 0.9536 5.5789 0.2076 0.00 0.15 -0.07 0.0226
Si -1.0747 -0.6620 -2.5513 0.19 0.41 -0.26 0.2459
C 0.1820 -1.5374 -3.6185 0.06 -0.22 -0.06 0.0368
C -1.5837 0.8794 -3.5512 -0.05 0.03 -0.10 0.0604
C -2.6509 -1.6221 -2.3314 -0.10 -0.27 0.13 0.0441
H -4.9572 2.4550 -0.6332 0.02 -0.03 -0.05 0.0001
H -3.6504 1.2869 -0.8605 -0.04 0.05 -0.02 0.0008
H -4.1387 2.3266 -2.2012 -0.03 -0.03 0.03 0.0001
H -4.1961 4.8156 0.9967 0.03 0.00 0.01 0.0055
H -2.4811 5.1539 1.2854 -0.05 0.01 0.02 0.0007
H -3.1892 3.6219 1.8307 -0.02 0.04 0.00 0.0071
H -3.4958 5.4377 -2.0919 0.05 -0.02 -0.01 0.0036
H -2.2891 4.4041 -2.8716 -0.02 0.05 0.01 0.0008
H -1.7854 5.5999 -1.6623 -0.05 0.00 -0.04 0.0015
H 2.3811 1.9532 0.8612 0.03 0.03 0.04 0.0016
H 3.1080 3.2642 1.7995 0.01 0.01 -0.06 -0.0004
H 3.0697 3.3648 0.0291 0.00 -0.03 0.02 0.0000
H 0.4497 3.1732 3.3343 -0.02 0.04 -0.02 0.0003
H -0.8096 4.2923 2.7932 0.03 0.03 0.04 0.0008
H 0.7893 4.9124 3.2275 -0.02 -0.03 0.01 0.0035
H 1.2844 5.5015 -0.8318 -0.02 0.02 0.05 0.0015
H 1.6548 6.2336 0.7357 -0.04 -0.04 -0.03 0.0034
H -0.0261 6.0648 0.2175 0.06 0.02 -0.01 0.0007
H 0.9474 -0.8388 -3.9692 0.00 -0.05 0.01 -0.0001
H -0.3183 -1.9427 -4.5066 0.04 0.03 0.06 0.0064
H 0.6474 -2.3665 -3.0834 0.03 0.04 -0.04 0.0003
H -1.1672 1.8220 -3.1906 -0.03 0.00 0.01 0.0101
H -2.6724 0.9798 -3.5643 0.05 0.02 0.01 0.0010
H -1.2525 0.7565 -4.5893 -0.05 0.03 0.06 0.0062
H -2.4537 -2.6571 -2.0507 -0.05 0.07 -0.01 -0.0002
H -3.1929 -1.6092 -3.2827 -0.01 0.00 0.04 0.0077
H -3.2942 -1.1731 -1.5708 -0.02 -0.02 -0.02 0.0024
```
Positions in Å, forces in eV/Å.

- Lowest unoccupied orbital energy (alpha / beta): -3.07 / -5.00 eV
- HOMO level (alpha / beta): -0.3123 / -0.3652 Ha
- Charge: +1
- Max |F|: 0.018 hartree/bohr
- 2S+1: 6